No. 1
The following is a DFT calculation (wB97M-V/def2-TZVPD) of a 2-piece molecular cluster, C25H49BF5N6PS2 overall in a non-equilibrium geometry.

The geometry in XYZ format:
```
89
Properties=species:S:1:pos:R:3:forces:R:3:lowdin_charge:R:1
N 1.97526 -0.42502 2.30522 -0.820 0.136 -0.796 -0.0085
C 0.83156 -0.17885 3.20865 -0.449 -0.683 0.986 -0.2373
C -0.41097 -1.15160 2.92655 1.814 0.791 -1.001 -0.1514
C -0.70570 -1.06489 1.36895 -0.300 -0.834 -0.097 -0.1413
C -2.25391 -0.98149 1.02232 2.420 0.912 1.851 -0.2711
N -2.64889 -2.45079 0.94761 -3.815 1.922 -3.210 -0.0972
P -4.13202 -2.54576 1.96857 0.014 -0.480 3.092 0.3647
S -3.76610 -2.39780 3.86153 0.017 -0.070 -0.747 0.2591
C -3.08054 -2.52607 -0.45747 1.466 0.622 2.165 -0.3781
N -3.62580 -3.69199 -0.77701 -0.327 1.219 -1.630 -0.2780
S -4.25809 -4.00482 -2.35533 -0.100 -0.787 -0.614 0.8334
N -2.90265 -1.37809 -1.21681 1.013 -2.468 0.264 0.0291
C -2.05102 -1.46556 -2.42844 1.157 0.594 -1.464 -0.1349
C -0.51873 -1.67962 -2.14184 0.177 -0.487 -0.447 -0.1564
C -0.07419 -3.19516 -2.06369 0.377 0.621 -0.107 -0.1800
C 1.26591 -3.32410 -1.24270 0.355 -0.517 -0.887 -0.1959
C 2.50175 -2.61127 -1.94115 0.061 -0.178 1.336 -0.1823
C 2.66550 -1.09446 -1.48882 1.096 0.076 -0.789 -0.1961
C 2.70956 -0.07659 -2.70828 -0.291 0.104 0.109 -0.1822
C 1.62905 1.07822 -2.61670 1.100 -0.294 -0.192 -0.2280
C 2.18553 2.52152 -2.89102 -1.716 0.131 -0.446 -0.1752
C 1.03139 3.54918 -2.46239 0.928 0.347 0.006 -0.1924
C 1.40117 4.42322 -1.21296 -0.900 0.040 0.765 -0.1715
C 1.57432 3.60633 0.14251 0.199 0.351 -1.000 -0.1274
N 2.99696 3.25923 0.29590 0.746 -1.053 0.543 -0.1461
C 3.38976 1.92998 0.25915 1.206 -0.332 0.045 -0.1414
C 4.81067 1.78810 0.40397 -2.433 2.555 0.022 -0.0597
C 5.25895 3.19532 0.57826 -1.220 -0.716 -0.394 -0.0852
C 4.11339 4.06057 0.48535 1.752 -1.299 0.219 -0.0959
C -2.67894 -0.23381 -0.27541 -2.035 1.032 0.429 -0.3014
C -4.17422 0.36378 -0.15513 -0.573 -1.348 -0.219 -0.1965
N -4.56238 1.13099 -1.36966 0.135 -0.044 0.886 0.0173
C -1.85082 1.01253 -0.73500 1.548 0.196 0.277 -0.1003
C -2.10084 2.28104 0.17083 -0.250 0.224 -0.797 -0.1504
F -2.20080 1.95614 1.53868 0.178 0.088 -0.964 -0.0440
H 2.62160 0.35989 2.28042 -0.048 -0.436 0.273 0.0497
H 2.45150 -1.30189 2.50237 -0.015 0.452 0.242 0.0784
H 1.18590 -0.36723 4.25578 -0.845 0.565 -0.586 0.1073
H 0.44365 0.86482 3.07541 0.631 -0.744 0.167 0.1163
H -1.27789 -0.84365 3.55150 0.734 -0.428 -0.330 0.0820
H -0.03329 -2.18066 3.15907 -0.836 0.817 0.106 0.1181
H -0.35895 -2.05203 0.95135 -0.267 1.088 0.078 0.0959
H -0.09346 -0.28604 0.85544 -0.519 -0.369 0.699 0.0838
H -2.72264 -0.50367 1.92207 0.160 -0.402 -0.814 0.1066
H -4.80405 -3.79569 1.73971 0.520 0.587 -0.758 -0.0112
H -5.06666 -1.52952 1.63209 0.414 -0.484 -0.759 -0.0086
H -3.68465 -4.43891 -0.08041 0.061 0.432 -0.362 0.1086
H -4.99741 -2.90540 -2.72599 0.409 -0.212 1.086 -0.0914
H -2.36137 -2.26018 -3.15320 -0.109 0.556 0.937 0.0919
H -2.15814 -0.49751 -2.98983 -0.173 -0.868 0.713 0.1258
H 0.03143 -1.23397 -3.01800 -0.547 -0.305 0.871 0.1160
H -0.13649 -1.14384 -1.24257 -0.661 -0.312 -0.621 0.0775
H -0.88386 -3.87854 -1.68715 0.681 0.679 -0.031 0.0963
H 0.12013 -3.51230 -3.12838 -0.152 0.053 1.051 0.1184
H 1.50559 -4.41881 -1.15201 -0.247 0.957 0.000 0.1109
H 1.21272 -2.90119 -0.21069 -0.300 -0.383 -0.748 0.0949
H 3.40931 -3.15084 -1.55055 -0.827 0.423 -0.527 0.1082
H 2.50866 -2.75325 -3.04962 -0.186 0.252 0.801 0.1048
H 3.67273 -1.01391 -0.99372 -1.055 -0.077 -0.216 0.1050
H 1.91862 -0.78809 -0.71450 0.501 -0.367 -0.653 0.0693
H 3.72476 0.39716 -2.81148 -0.914 -0.546 0.213 0.1116
H 2.53522 -0.67394 -3.63746 0.194 0.578 0.562 0.0944
H 1.21915 1.06932 -1.57715 0.008 -0.048 -0.878 0.0608
H 0.83487 0.84295 -3.38026 0.407 0.482 0.984 0.1083
H 2.28872 2.64734 -4.00510 0.371 -0.204 1.086 0.1123
H 3.14638 2.75033 -2.36970 -0.765 -0.356 -0.420 0.1089
H 0.84436 4.24602 -3.31595 0.044 -0.479 0.669 0.1039
H 0.06807 2.99277 -2.28209 0.875 0.490 -0.070 0.0910
H 0.57021 5.15584 -1.03130 0.632 -0.503 -0.291 0.1046
H 2.33178 5.03232 -1.35809 -0.806 -0.636 -0.091 0.1112
H 1.16941 4.16473 1.02516 0.571 -0.375 -0.713 0.1307
H 1.02664 2.62787 0.07875 0.444 0.916 0.125 0.0978
H 2.57375 1.19300 0.13123 0.966 0.384 0.166 0.0825
H 5.37056 0.83732 0.38901 -0.355 0.925 0.093 0.0894
H 6.32429 3.46537 0.75103 -1.207 0.074 -0.202 0.0901
H 4.09771 5.16572 0.56467 -0.243 -1.077 -0.074 0.1172
H -4.85128 -0.54038 -0.14798 0.624 0.854 0.502 0.0893
H -4.33392 0.92569 0.79401 0.311 -0.246 -0.821 0.1317
H -5.20192 1.88031 -1.09433 0.196 -0.417 -0.371 0.0854
H -5.02877 0.50655 -2.02516 0.006 0.409 0.205 0.0718
H -0.73855 0.84816 -0.69909 -1.138 -0.200 -0.009 0.0810
H -2.05630 1.32895 -1.79078 -0.167 -0.430 1.034 0.1212
H -1.25315 2.99686 0.02200 -0.565 -0.710 0.312 0.1078
H -3.02483 2.84060 -0.14007 0.693 -0.738 0.470 0.1204
B 0.70365 -1.16941 7.35170 0.022 -0.006 0.314 -1.1896
F 0.27672 -1.99334 6.26268 0.125 0.294 0.156 0.0411
F -0.42711 -0.74844 8.09839 0.347 -0.146 -0.362 0.0597
F 1.57839 -1.90666 8.18868 -0.304 0.239 -0.388 0.0633
F 1.38407 -0.02907 6.83592 -0.225 -0.371 -0.012 0.0499
```
Positions in Å, forces in eV/Å.

Properties
Total energy   -2972.4403 Ha
HOMO-LUMO gap   0.23614 Eh
Molecular weight   634.62 g/mol

***

No. 2
The following is a DFT calculation (wB97M-V/def2-TZVPD) of C9H23GeMoO5PS3 as an isolated structure in a non-equilibrium geometry.

The geometry in XYZ format:
```
43
Properties=species:S:1:pos:R:3:forces:R:3:lowdin_charge:R:1
Mo 0.04231 -0.94914 0.28609 1.014 -1.413 -0.416 1.0624
C -5.15237 -0.38233 -1.87075 0.127 0.154 0.011 -0.0640
C -3.82542 -0.11717 -2.54576 -0.211 -0.250 -0.053 -0.2445
O -3.18250 1.04106 -1.93334 0.095 -0.038 0.215 -0.2961
P -2.02716 0.95317 -0.87887 0.208 0.196 -0.151 -0.0407
S -0.29394 0.26116 -1.75869 -0.425 0.090 0.297 0.3662
S -2.32162 -0.25615 0.70136 0.163 -0.078 -0.668 0.4197
O -1.89498 2.41772 -0.35716 -0.029 -0.110 -0.010 -0.3077
C -1.72572 3.57971 -1.23445 0.208 0.155 -0.063 -0.2272
C -0.30807 4.09182 -1.11744 -0.092 -0.123 0.073 -0.0634
H -5.63934 -1.23874 -2.33602 0.035 -0.018 -0.010 0.0906
H -5.80736 0.48210 -1.97188 -0.006 -0.010 0.016 0.0883
H -5.00631 -0.59294 -0.81185 -0.053 -0.051 -0.003 0.0595
H -3.95493 0.14876 -3.59151 0.072 0.025 -0.007 0.1272
H -3.15806 -0.97874 -2.48378 0.052 0.047 0.019 0.1058
H -2.44826 4.30902 -0.87854 -0.046 -0.045 0.006 0.1283
H -1.97913 3.30049 -2.25627 -0.045 -0.014 0.003 0.1146
H -0.05993 4.26528 -0.07080 0.014 0.033 -0.012 0.0872
H -0.21205 5.03468 -1.65506 -0.011 -0.014 -0.030 0.0898
H 0.40050 3.37645 -1.53473 0.023 0.024 0.001 0.0617
C -0.75716 -1.08569 4.25209 0.176 -0.014 -0.394 -0.0927
S 0.23465 -1.64555 2.89608 0.183 -0.113 0.904 0.4737
O 1.30339 -2.45515 3.35785 -0.063 -0.001 0.260 -0.2392
O -0.64692 -2.27468 1.87973 -0.175 0.016 -0.323 -0.4830
O 0.69997 -0.39318 2.14708 0.174 0.084 -0.259 -0.4955
H -1.39529 -1.91850 4.54115 0.035 -0.021 0.027 0.0890
H -1.34630 -0.23534 3.91615 -0.047 -0.038 0.002 0.0705
H -0.08273 -0.80922 5.05855 0.005 -0.005 -0.001 0.0865
C 4.20762 -1.94476 -1.32112 -0.400 -0.014 0.034 -0.2051
Ge 3.01803 -1.26174 0.09418 1.179 0.636 -0.111 0.7658
C 3.83440 -1.71322 1.82161 -0.390 0.016 -0.203 -0.2035
C 2.85765 0.70066 -0.15099 -0.125 -0.362 0.078 -0.2422
C 1.26403 -2.19871 -0.39663 -1.608 1.208 0.703 -0.3036
H 5.18321 -1.47911 -1.18058 -0.021 0.042 0.034 0.0330
H 3.84192 -1.69949 -2.31745 0.007 0.006 0.009 0.0277
H 4.32858 -3.02496 -1.24500 -0.015 0.011 0.025 0.0304
H 4.91317 -1.67174 1.67119 -0.003 0.041 -0.050 0.0326
H 3.56040 -2.70763 2.16045 0.010 -0.049 -0.003 0.0216
H 3.54556 -0.99727 2.58687 0.008 -0.003 0.008 0.0225
H 3.83305 1.15699 0.01884 0.049 -0.091 0.070 0.0351
H 2.15082 1.15006 0.54819 0.042 0.080 -0.019 0.0019
H 2.54979 0.92245 -1.17145 -0.003 0.023 0.010 -0.0037
H 1.45650 -3.16043 -0.86734 -0.109 -0.013 -0.019 0.0207
```
Positions in Å, forces in eV/Å.

Properties
Energy relative to the best compared isomer or geometry (same formula, charge and spin)   12.1 kcal per mole
Spin multiplicity   2
Total energy   -4413.7970 Ha
⟨S²⟩   0.801
HOMO-LUMO gap (alpha / beta)   0.29446 / 0.30451 Eh
Molecular weight   507.00 g/mol
Charge   +1

***

No. 3
The following is a DFT calculation (wB97M-V/def2-TZVPD) of a 2-piece molecular cluster, C6H16O overall in a non-equilibrium geometry.

The geometry in XYZ format:
```
23
Properties=species:S:1:pos:R:3:forces:R:3:lowdin_charge:R:1
C -0.82117 -2.24810 -0.49933 -3.683 -3.672 -1.883 -0.3248
C 0.22948 -1.27097 -0.13862 1.823 -0.756 0.674 -0.3599
C -0.32555 -0.07014 0.65365 0.193 -0.939 -2.198 -0.3462
C 0.58959 1.17059 0.49332 -1.344 -2.017 -3.058 -0.4247
C -0.49118 2.22535 0.90775 2.373 -1.311 0.034 -0.1841
C 1.95876 0.80854 1.21384 -2.474 -0.634 0.258 -0.0992
H -0.76076 -2.71605 -1.57151 0.138 1.078 1.677 0.0735
H -1.00147 -3.22803 0.11194 1.159 1.618 -0.368 0.0576
H -1.90471 -1.90252 -0.43945 1.376 0.314 -0.364 0.0297
H 0.81749 -0.89537 -1.04288 -0.715 -0.631 1.112 0.0952
H 0.95142 -1.94380 0.48588 -0.651 1.635 -0.963 0.1136
H -0.25284 -0.31881 1.65833 -0.287 -0.557 2.231 0.0604
H -1.44321 0.03406 0.41943 1.750 0.194 -0.007 0.0868
H 0.80653 1.15910 -0.76025 -0.543 0.719 3.404 0.1569
H -1.31576 1.89247 0.25955 -0.068 1.250 0.307 0.0202
H -0.06102 3.20218 0.73926 -0.700 0.670 0.342 0.0476
H -0.67146 1.90068 1.95641 -0.364 1.054 -0.440 0.0738
H 2.14676 1.53602 1.99630 0.407 -0.023 0.142 0.0476
H 1.86189 -0.27547 1.65662 0.543 2.182 -0.861 0.0904
H 2.64614 0.87322 0.39881 1.164 -0.217 0.036 0.0381
H -0.37885 -0.30930 -2.51425 1.058 -0.837 1.523 -0.0706
H -1.69724 0.31958 -2.78081 -0.794 0.262 0.411 -0.0447
O -0.88287 0.05677 -3.20398 -0.358 0.619 -2.006 -0.1369
```
Positions in Å, forces in eV/Å.

Properties
Energy relative to the best compared isomer or geometry (same formula, charge and spin)   58.2 kcal per mole
Spin multiplicity   2
Total energy   -313.3014 Ha
⟨S²⟩   0.750
HOMO-LUMO gap (alpha / beta)   0.09834 / 0.39250 Eh
Molecular weight   104.19 g/mol
Charge   -1

***

No. 4
The following is a DFT calculation (wB97M-V/def2-TZVPD) of the molecule C22H27N3O5S in a non-equilibrium geometry.

The geometry in XYZ format:
```
58
Properties=species:S:1:pos:R:3:forces:R:3:lowdin_charge:R:1
C -5.81595 -1.47991 4.14194 0.016 0.052 0.016 -0.0586
C -4.80358 -0.73039 3.32857 -0.018 -0.022 0.013 -0.2924
C -4.04615 -1.36531 2.35278 -0.055 0.118 0.066 -0.0438
C -3.11620 -0.66683 1.60734 0.085 0.140 -0.030 -0.0124
C -2.92393 0.69413 1.82693 -0.229 -0.041 0.278 -0.2104
N -1.97546 1.34882 1.02971 0.216 -0.300 -0.427 0.1577
C -1.50218 2.60660 1.16589 0.253 0.107 -0.264 -0.5362
O -1.80359 3.43015 1.99278 -0.109 0.113 0.244 0.1013
O -0.57266 2.83708 0.18821 -0.188 -0.357 0.000 -0.0155
C 0.06617 4.10590 0.19843 0.176 0.577 0.188 -0.1366
C 1.43020 4.05380 0.90358 -0.387 0.180 -0.293 -0.0908
N 2.27202 2.99675 0.36659 -0.108 0.209 0.189 -0.0509
C 2.60371 1.85966 1.19332 -0.088 -0.535 -0.099 -0.1100
C 1.65872 0.67329 1.01834 -0.033 0.106 0.782 -0.1730
N 1.87538 -0.05982 -0.22173 -0.472 -1.026 -0.141 -0.2062
S 0.70533 -1.28509 -0.29023 0.437 -0.096 0.006 0.6997
O 0.79013 -2.03142 0.92782 0.225 -0.083 0.079 -0.2663
O -0.57676 -0.70579 -0.61595 -0.023 -0.069 -0.466 -0.2981
C 1.27071 -2.29776 -1.64503 -0.195 0.410 0.359 -0.2949
C 0.49517 -2.45704 -2.77747 -0.161 0.114 0.034 -0.0465
C 0.95834 -3.26020 -3.80454 0.068 -0.017 0.117 -0.0242
C 2.18935 -3.90233 -3.70450 -0.051 0.089 0.037 -0.2641
C 2.67192 -4.78763 -4.81006 -0.022 -0.054 0.009 -0.0445
C 2.95017 -3.72744 -2.55151 -0.091 0.075 0.052 -0.0228
C 2.49365 -2.92852 -1.51882 0.096 -0.059 0.073 -0.0455
C 1.80880 0.72532 -1.44156 0.012 0.214 -0.624 -0.1883
C 2.97129 1.71460 -1.57974 -0.207 0.043 -0.076 -0.0523
C 2.55835 3.03750 -0.95752 0.540 -0.304 -0.112 -0.4681
O 2.41418 4.04350 -1.62316 -0.143 0.239 -0.222 0.0726
C -3.67364 1.34189 2.80284 0.038 0.162 0.009 -0.0063
C -4.59976 0.62812 3.53948 0.051 -0.202 -0.114 -0.0432
H -6.80298 -1.03363 4.02648 -0.096 -0.042 0.030 0.0788
H -5.55659 -1.44221 5.19946 -0.045 -0.060 0.084 0.0792
H -5.86741 -2.52144 3.83512 -0.049 -0.081 0.022 0.0707
H -4.18311 -2.42195 2.17236 -0.015 -0.103 -0.015 0.1088
H -2.52476 -1.16796 0.85541 0.041 -0.071 -0.062 0.0969
H -1.55867 0.76892 0.30384 -0.007 0.284 0.123 0.1068
H 0.20315 4.38632 -0.84699 -0.050 -0.045 0.174 0.1229
H -0.57594 4.83158 0.70713 0.142 -0.070 -0.134 0.1275
H 1.28872 3.88041 1.97039 0.043 0.015 -0.032 0.1290
H 1.91946 5.02061 0.75122 -0.088 -0.027 0.114 0.1331
H 2.55541 2.17915 2.23683 0.047 -0.055 -0.126 0.1317
H 3.62946 1.54496 0.98577 -0.031 0.011 0.151 0.1288
H 1.81319 -0.05187 1.81952 0.015 0.207 0.080 0.1239
H 0.62587 1.03337 1.07132 0.133 0.045 0.122 0.1062
H -0.45560 -1.95086 -2.83494 -0.119 0.053 -0.080 0.1161
H 0.35958 -3.39191 -4.69345 -0.066 0.002 -0.091 0.1177
H 2.24561 -5.78431 -4.69502 0.011 -0.083 -0.048 0.0899
H 2.36252 -4.40265 -5.77862 0.017 -0.009 -0.087 0.0810
H 3.75457 -4.87994 -4.79255 0.070 -0.029 -0.050 0.0785
H 3.90509 -4.22398 -2.46379 0.100 -0.039 0.016 0.1161
H 3.06257 -2.78594 -0.61451 0.173 -0.039 0.089 0.1194
H 1.84550 0.00106 -2.25965 0.027 0.239 -0.068 0.1164
H 0.85240 1.26342 -1.50602 0.094 -0.036 -0.078 0.1319
H 3.87277 1.29849 -1.13219 0.063 -0.013 -0.012 0.1209
H 3.16159 1.90554 -2.63622 0.007 0.045 0.122 0.1256
H -3.52715 2.39383 2.98124 0.009 0.044 0.000 0.0998
H -5.17898 1.13936 4.29513 -0.058 0.072 0.080 0.1132
```
Positions in Å, forces in eV/Å.

Properties
Energy relative to the best compared isomer or geometry (same formula, charge and spin)   17.7 kcal per mole
SMILES   Cc1ccc(NC(=O)OCCN2CCN(S(=O)(=O)c3ccc(C)cc3)CCC2=O)cc1
Total energy   -1793.2385 Ha
HOMO-LUMO gap   0.30730 Eh
Molecular weight   445.54 g/mol